The following is a DFT calculation (ωB97M-V/def2-TZVPD) of a cluster of 2 separate species, C4H5FO in total.

Each line ends with the Mulliken charge.
Geometry (Å):
C  1.9350  -0.7463  -0.3222  -0.60
C  -0.1186  0.7754  -0.0426  0.29
C  1.3499  0.4129  -0.0716  -0.27
C  -1.9641  -0.1988  0.3420  -0.18
O  -0.4683  1.8985  -0.0468  -0.37
F  -2.7039  0.4566  -0.5833  -0.25
H  1.4382  -1.6792  -0.6137  0.27
H  2.9610  -0.8795  -0.1047  0.26
H  1.9795  1.1961  0.0604  0.37
H  -2.0846  -1.2240  0.0850  0.22
H  -2.3240  -0.0116  1.2975  0.25

Highest occupied orbital energy = -8.9 eV
Gap between HOMO and LUMO = 9.128 eV
Spin multiplicity = 1
ΔE to the lowest compared entry with this formula, charge and spin = 269.3 kJ/mol
Net charge = 0

The following is a DFT calculation (ωB97M-V/def2-TZVPD) of the ion C3H6N3 with charge +1.

Each line ends with the Mulliken charge.
Geometry (Å):
H  4.3422  -0.3324  0.2377  0.32
N  3.4384  -0.0251  0.4425  -0.39
C  2.4825  -0.2060  -0.3273  0.05
N  1.0348  0.2588  -0.0909  -0.15
C  -0.1616  0.2662  -0.2458  0.53
N  -1.3691  0.4809  -0.3120  -0.23
C  -2.5088  -0.1901  0.3832  -0.71
H  2.5832  -0.8106  -1.2856  0.30
H  -1.6530  1.4997  -0.5602  0.36
H  -2.1551  -0.2278  1.4958  0.34
H  -3.4227  0.4780  0.3523  0.29
H  -2.6108  -1.1916  -0.0897  0.29

Highest occupied orbital energy = -15.0 eV
Gap between HOMO and LUMO = 10.002 eV
Spin multiplicity = 1
ΔE to the lowest compared entry with this formula, charge and spin = 249.7 kJ/mol
Structure (SMILES) = [H]/N=C/N=C=[NH+]C
Net charge = +1

The following is a DFT calculation (ωB97M-V/def2-TZVPD) of a cluster of 12 separate species, C46H120N16O12 in total.

Each line ends with the Mulliken charge.
Geometry (Å):
C  -4.3780  3.7207  -5.3834  -1.69
C  -5.6729  3.2951  -4.6086  1.66
C  -6.4048  4.5433  -4.1584  -1.99
C  -6.5903  2.6446  -5.6504  -0.98
C  -7.6106  1.7080  -5.0143  -0.99
C  -6.9716  0.7524  -3.9871  -1.34
C  -6.0808  1.3565  -2.8788  1.96
C  -6.8342  1.8943  -1.6790  -1.83
C  -5.2052  0.1852  -2.4217  -1.72
N  -5.2726  2.4505  -3.4916  0.38
O  -4.2802  2.8764  -2.6156  -0.09
H  -3.9645  2.9249  -6.0059  0.40
H  -4.5701  4.5292  -6.0922  0.48
H  -3.5724  4.1050  -4.7554  0.04
H  -7.4349  4.3001  -3.8858  0.37
H  -6.0477  4.9638  -3.2139  0.34
H  -6.3842  5.3774  -4.8598  0.49
H  -7.2413  3.3930  -6.1047  0.39
H  -6.0630  2.1208  -6.4487  0.43
H  -8.3244  2.2620  -4.3932  0.30
H  -8.3293  1.1727  -5.6357  0.43
H  -6.5121  -0.1051  -4.4851  0.47
H  -7.8256  0.2109  -3.5662  0.49
H  -7.5930  1.2382  -1.2503  0.43
H  -7.4913  2.6822  -2.0708  0.43
H  -6.2552  2.4555  -0.9473  0.25
H  -4.4090  0.4409  -1.7244  -0.24
H  -4.8093  -0.1808  -3.3721  0.57
H  -5.7568  -0.6699  -2.0306  0.46
H  -3.5175  2.3962  -2.9597  0.14
C  4.5315  -1.6446  4.9340  -1.79
C  4.8982  -2.7059  3.8151  1.22
C  6.4331  -2.7413  3.5919  -1.70
C  4.5133  -4.1106  4.3617  -1.01
C  4.4982  -5.1905  3.2939  -0.95
C  3.4927  -4.7334  2.2209  -0.20
C  3.8615  -3.3564  1.5500  1.66
C  5.0620  -3.5902  0.6404  -1.61
C  2.6537  -2.9102  0.7189  -1.58
N  4.1387  -2.3653  2.6248  -0.29
O  3.9207  -1.0258  2.2080  1.37
H  4.9657  -1.8376  5.9140  0.53
H  4.7001  -0.6370  4.5558  0.31
H  3.4555  -1.7319  5.0898  0.25
H  6.6650  -1.9571  2.8697  0.10
H  6.8634  -2.4185  4.5415  0.56
H  6.7770  -3.7487  3.3695  0.37
H  5.2694  -4.5285  5.0347  0.37
H  3.5986  -4.0643  4.9531  0.32
H  5.4076  -5.5437  2.8147  0.43
H  3.9648  -6.0087  3.7844  0.39
H  2.4354  -4.7341  2.4660  -0.78
H  3.7199  -5.5120  1.4865  0.52
H  5.5862  -2.6923  0.3002  0.03
H  4.7365  -4.1363  -0.2444  0.47
H  5.8470  -4.0981  1.2039  0.37
H  1.7649  -2.9957  1.3528  -0.23
H  2.3963  -3.6113  -0.0786  0.65
H  2.5708  -1.9217  0.2687  0.20
H  4.7493  -0.9156  1.7173  0.02
C  -0.2198  -2.6508  -4.8579  -0.92
O  -0.0569  -1.3722  -4.3168  -0.43
C  0.2868  -0.4544  -5.3176  -1.31
C  0.9060  0.7801  -4.6945  1.17
C  -0.0889  1.8416  -4.0707  -0.89
N  1.5678  1.6533  -5.6897  -0.89
H  -1.1853  -2.9352  -5.2863  0.32
H  0.0683  -3.4197  -4.1400  0.19
H  0.4406  -2.8631  -5.7064  0.46
H  1.0745  -0.9016  -5.9363  0.51
H  -0.4830  -0.2758  -6.0761  0.31
H  1.6420  0.5694  -3.9192  0.01
H  0.4325  2.5797  -3.4609  0.37
H  -0.7288  1.3402  -3.3321  -0.37
H  -0.8071  2.3285  -4.7312  0.56
H  1.8636  2.5501  -5.3247  0.31
H  0.8370  1.9877  -6.3113  0.32
C  7.6965  -0.0560  -0.3852  -0.86
O  6.2941  0.0946  -0.3387  -0.24
C  5.9308  1.3479  0.1707  -1.40
C  4.4807  1.6888  -0.1589  1.88
C  4.3165  1.7730  -1.6713  -1.50
N  4.0124  2.9983  0.3707  -0.77
H  8.0834  -0.2908  0.6108  0.29
H  8.0905  0.8852  -0.7730  0.39
H  7.8891  -0.9238  -1.0145  0.26
H  6.2190  1.5094  1.2171  0.44
H  6.5383  2.1578  -0.2607  0.74
H  3.8509  1.0286  0.4412  -0.77
H  4.6029  0.8590  -2.1971  0.40
H  4.8216  2.6691  -2.0241  0.34
H  3.2543  1.7080  -1.9249  0.25
H  4.5852  3.7884  0.0744  0.30
H  3.2099  3.2752  -0.1906  0.09
C  0.3861  1.8522  0.0486  0.00
O  -0.5647  0.9313  -0.4699  1.47
C  -0.1289  -0.4064  -0.4109  -0.93
C  -1.1368  -1.5584  -0.7707  0.57
C  -0.5036  -2.9067  -1.0802  -1.82
N  -1.8376  -1.1616  -1.9797  -0.20
H  -0.0343  2.8407  0.2299  -0.31
H  1.2541  1.7953  -0.6144  -0.07
H  0.7546  1.6252  1.0547  -0.15
H  0.6948  -0.4689  -1.1374  0.17
H  0.3369  -0.6362  0.5539  0.29
H  -1.9189  -1.5248  -0.0096  0.69
H  0.3831  -2.8451  -1.7167  0.39
H  -1.1158  -3.6108  -1.6484  0.54
H  -0.2371  -3.5392  -0.2313  0.18
H  -1.0658  -1.2409  -2.6340  -0.06
H  -2.1579  -0.2035  -2.0363  -0.06
C  0.4623  -6.4530  2.4638  -0.11
O  0.8117  -6.8956  1.1484  -0.31
C  -0.3445  -7.1042  0.3750  -0.79
C  -0.1832  -7.1915  -1.1256  0.81
C  -1.5109  -7.1214  -1.9132  -1.40
N  0.5679  -8.3694  -1.4927  -0.72
H  1.2974  -6.2888  3.1490  0.19
H  -0.2026  -7.1091  3.0232  0.39
H  0.2046  -5.4028  2.3129  -0.18
H  -0.8080  -8.0335  0.7325  0.49
H  -1.1946  -6.4178  0.4838  0.31
H  0.2624  -6.2851  -1.5517  -0.05
H  -1.4453  -7.2333  -2.9952  0.34
H  -1.9655  -6.1280  -1.8656  0.32
H  -2.1972  -7.8719  -1.5153  0.31
H  0.5734  -8.9621  -0.6674  0.33
H  1.5733  -8.2689  -1.5774  0.29
C  -0.0329  -0.6600  8.8414  -0.78
O  -0.3808  -0.3147  7.5163  -0.36
C  0.4506  -0.9907  6.5950  -1.26
C  -0.2153  -1.0837  5.2301  0.53
C  0.7063  -1.7629  4.2389  0.88
N  -0.5987  0.2679  4.8251  -0.71
H  -0.8397  -0.5082  9.5556  0.26
H  0.8115  0.0171  9.0213  0.30
H  0.3896  -1.6552  9.0052  0.31
H  1.4222  -0.4987  6.4661  0.24
H  0.6742  -2.0140  6.9141  0.64
H  -1.1090  -1.6997  5.3641  0.59
H  0.2404  -1.9533  3.2713  -0.91
H  0.9096  -2.7777  4.5957  0.58
H  1.5940  -1.1443  4.1121  -0.70
H  -0.8758  0.1836  3.8507  -0.17
H  0.2679  0.8004  4.7137  0.61
C  -1.3814  4.7515  -1.7932  0.05
O  -0.4470  5.7826  -1.7242  -0.27
C  -0.2768  6.5584  -2.9040  -0.74
C  -1.4466  7.4882  -3.3229  0.56
C  -1.0413  8.4216  -4.4809  -1.44
N  -1.7306  8.3639  -2.1330  -0.79
H  -2.2162  4.8344  -2.4922  0.04
H  -1.7590  4.6302  -0.7742  0.20
H  -0.9545  3.7542  -1.9581  -0.17
H  0.6583  7.0988  -2.7575  0.36
H  -0.1758  5.9471  -3.8105  0.25
H  -2.3457  6.9109  -3.5400  0.26
H  -1.8322  9.1589  -4.5877  0.39
H  -0.8746  7.7534  -5.3271  0.35
H  -0.0994  8.9058  -4.2215  0.28
H  -0.7926  8.4224  -1.7479  0.32
H  -2.2140  7.8240  -1.4225  0.32
N  -1.8462  -3.1943  2.2277  0.59
C  -2.9611  -3.8747  2.6019  0.37
N  -4.0130  -3.0116  2.3505  -0.36
O  -3.1112  -5.0627  2.8656  -0.69
H  -1.0771  -3.7580  1.9051  -0.20
H  -1.8355  -2.1950  2.0790  -0.50
H  -4.8814  -3.4685  2.1184  0.20
H  -3.9482  -2.0536  2.0602  0.20
N  -4.1210  0.7568  2.8110  -0.34
C  -3.0630  0.5184  2.0179  0.46
N  -3.0684  1.1242  0.8343  0.44
O  -2.2259  -0.3594  2.3046  -0.40
H  -4.7754  1.4941  2.6087  0.14
H  -4.1706  0.4099  3.7547  0.28
H  -2.3161  0.8842  0.1922  -0.82
H  -3.6000  1.9613  0.6623  0.16
N  0.9393  5.1780  2.3692  -0.35
C  -0.2354  4.5496  2.4254  0.64
N  -0.1402  3.3513  3.0763  -0.09
O  -1.2562  4.9143  1.8409  -0.67
H  1.7565  4.6941  2.6938  0.17
H  0.9232  5.9702  1.7465  0.23
H  -0.9757  2.8426  3.3109  0.03
H  0.7442  3.0383  3.4430  0.21
N  2.9476  3.4426  4.3981  -0.23
C  2.7287  2.1551  4.0321  -0.07
N  3.3751  1.8260  2.8979  0.42
O  1.9220  1.4084  4.5814  -0.71
H  3.5723  4.0185  3.8626  0.21
H  2.7273  3.6274  5.3644  0.26
H  3.2410  0.8584  2.6434  -0.35
H  3.7515  2.4886  2.2260  0.25

Highest occupied orbital energy = -8.0 eV
Gap between HOMO and LUMO = 8.147 eV
Spin multiplicity = 1
ΔE to the lowest compared entry with this formula, charge and spin = 571.5 kJ/mol
Structure (SMILES) = CC1(C)CCCC(C)(C)N1O.CC1(C)CCCC(C)(C)N1O.COC[C@H](C)N.COC[C@H](C)N.COC[C@H](C)N.COC[C@H](C)N.COC[C@H](C)N.COC[C@H](C)N.NC(N)=O.NC(N)=O.NC(N)=O.NC(N)=O
Net charge = 0